43
Properties=species:S:1:pos:R:3:forces:R:3:lowdin_spin:R:1 method="wB97M-V/def2-TZVPD" e_above_lowest_kcal_mol=9.3 total_charge=+1 e_tot_ev=-71994.386 max_force_ha_per_bohr=0.044 homo_lumo_gap_ev="7.929 / 8.200" multiplicity=3
Mo -0.242 -0.790 0.353 -1.189 1.828 0.595 1.71
O -1.193 -0.637 2.279 0.208 -0.053 0.177 0.03
S -2.420 -1.382 1.884 -0.786 -0.177 0.184 0.01
O -2.949 -2.283 2.838 0.008 0.060 0.017 0.00
O -2.054 -1.967 0.554 0.411 0.032 -0.053 0.01
C -3.693 -0.191 1.476 0.072 -0.291 0.115 0.00
C -4.933 -0.402 2.056 0.208 -0.038 0.137 0.00
C -6.013 0.404 1.724 0.006 0.149 -0.115 0.00
C -5.865 1.405 0.779 -0.090 -0.154 0.151 0.00
C -4.630 1.617 0.184 0.165 0.035 -0.096 0.00
C -3.543 0.832 0.535 0.195 0.171 -0.118 0.00
S -2.016 1.221 -0.289 -0.068 1.037 -0.544 0.01
O -1.612 0.028 -1.098 0.259 -0.361 -0.057 0.02
O -2.193 2.414 -1.052 -0.190 -0.259 0.084 0.00
O -0.908 1.297 0.699 0.203 -0.242 0.008 0.01
H -5.030 -1.204 2.774 -0.049 0.014 -0.001 0.00
H -6.967 0.242 2.206 -0.017 -0.023 -0.026 0.00
H -6.709 2.020 0.500 0.015 0.026 -0.009 0.00
H -4.496 2.385 -0.565 -0.017 0.046 0.062 0.00
O 1.351 -4.400 0.950 -0.035 0.054 0.040 0.03
C 0.915 -3.404 0.466 0.189 -0.322 -0.593 0.01
O 0.572 -2.295 1.104 0.531 -0.879 1.105 0.04
C 0.685 -3.189 -1.008 0.050 0.191 0.081 0.02
C 0.829 -4.169 -1.962 0.026 -0.023 0.118 0.00
C 0.581 -3.845 -3.288 -0.040 0.151 0.077 0.02
C 0.247 -2.534 -3.598 0.109 -0.183 -0.034 0.00
C 0.145 -1.600 -2.588 -0.066 0.241 0.052 0.02
N 0.332 -1.915 -1.297 0.240 -1.073 -1.305 0.00
H 1.115 -5.161 -1.641 -0.002 -0.005 0.002 0.00
H 0.646 -4.599 -4.060 0.026 0.004 -0.015 0.00
H 0.059 -2.235 -4.618 0.012 0.040 0.006 0.00
H -0.104 -0.572 -2.794 -0.061 0.038 0.013 0.00
S 2.018 0.267 0.649 -0.102 -0.001 -0.056 0.01
C 1.887 1.612 -0.395 0.240 -0.331 -0.024 0.01
N 2.572 2.747 -0.093 -0.319 0.090 -0.130 0.01
C 2.328 3.909 -0.742 0.199 -0.089 0.082 0.00
C 1.472 3.911 -1.797 -0.127 0.036 -0.249 0.01
C 0.964 2.667 -2.203 0.145 0.034 0.407 0.00
N 1.162 1.559 -1.513 -0.314 0.161 -0.200 0.02
H 3.216 2.713 0.687 -0.079 0.078 0.115 0.00
H 2.845 4.787 -0.382 0.033 -0.016 0.011 0.00
H 1.226 4.819 -2.322 0.072 0.015 -0.012 0.00
H 0.382 2.579 -3.112 -0.068 -0.011 -0.002 0.00


9
Properties=species:S:1:pos:R:3:forces:R:3:mulliken_charge:R:1 method="wB97M-V/def2-TZVPD" e_above_lowest_kcal_mol=106.6 e_tot_ev=-16461.196 max_force_ha_per_bohr=0.056 homo_lumo_gap_ev="9.193 / 7.116"
C -0.071 1.101 1.397 -1.167 0.477 0.115 -0.51
O 1.016 0.508 0.852 0.450 -1.236 -1.276 -0.45
F 1.416 -1.655 -2.242 0.109 -0.604 0.191 -0.19
F -0.655 -0.367 -2.538 -0.571 -0.038 0.032 -0.19
Si 0.115 -1.225 -1.458 1.433 2.405 0.655 0.65
H -0.443 1.964 0.812 0.070 -0.120 0.182 0.24
H 0.208 1.470 2.400 0.035 -0.035 -0.091 0.26
H -0.918 0.405 1.557 0.207 0.135 0.079 0.22
H -0.668 -2.201 -0.781 -0.567 -0.985 0.113 -0.03


54
Properties=species:S:1:pos:R:3:forces:R:3:mulliken_charge:R:1 method="wB97M-V/def2-TZVPD" total_charge=+1 e_tot_ev=-28643.851 max_force_ha_per_bohr=0.032 homo_lumo_gap_ev=8.014
C 7.033 -2.063 1.394 0.013 0.002 0.048 -0.70
O 5.995 -1.157 1.766 -0.009 0.067 -0.113 -0.36
C 4.868 -1.766 2.275 0.236 0.568 0.202 -0.43
N 3.671 -1.036 1.815 -0.977 -1.326 -0.227 -0.03
C 2.636 -0.723 2.598 0.391 0.441 0.552 0.29
N 2.821 -0.267 3.849 -0.076 -0.529 0.048 -0.31
N 1.341 -0.811 2.154 0.510 0.659 -0.842 -0.16
C 0.792 -2.185 2.410 -0.289 0.392 0.358 -0.46
C -0.730 -2.131 2.458 0.245 -0.348 -0.093 -0.91
C -1.375 -3.520 2.230 -0.020 0.185 0.028 0.79
C -2.291 -3.488 1.008 0.022 -0.085 -0.012 -1.62
C -2.140 -3.976 3.469 -0.036 -0.048 -0.057 -1.66
H 7.845 -1.456 1.009 0.003 0.019 -0.024 0.25
H 6.686 -2.745 0.614 0.016 -0.020 0.032 0.34
H 7.394 -2.630 2.255 -0.019 -0.021 -0.002 0.32
H 4.762 -2.799 1.928 0.024 0.003 -0.014 0.35
H 4.868 -1.766 3.370 0.047 -0.018 -0.001 0.27
H 3.319 -1.415 0.941 0.272 0.105 -0.103 0.33
H 2.253 0.508 4.153 -0.544 -0.490 0.159 0.27
H 3.409 -0.716 4.531 0.514 0.386 -0.202 0.20
H 1.277 -0.609 1.147 -0.302 0.032 0.017 0.21
H 1.145 -2.864 1.628 0.006 0.024 -0.004 0.34
H 1.189 -2.521 3.370 0.018 -0.121 -0.042 0.37
H -1.056 -1.428 1.690 -0.081 0.045 0.090 0.38
H -1.022 -1.745 3.435 -0.091 0.208 -0.095 0.36
H -0.570 -4.235 2.027 -0.070 -0.081 0.067 0.28
H -2.996 -2.657 1.082 -0.026 -0.018 0.000 0.37
H -2.869 -4.409 0.927 0.014 -0.020 -0.016 0.46
H -1.720 -3.377 0.084 -0.012 0.075 -0.008 0.31
H -1.500 -4.011 4.353 -0.002 0.003 -0.007 0.38
H -2.571 -4.966 3.319 0.041 -0.019 0.026 0.43
H -2.965 -3.290 3.674 0.018 0.023 0.027 0.39
N 0.323 0.131 -0.794 0.152 -0.059 0.274 -0.39
C 0.858 1.228 -1.331 0.008 -0.004 -0.013 -0.24
C 0.118 2.197 -1.989 -0.003 -0.012 -0.014 -0.59
C -1.253 2.025 -2.103 -0.054 0.053 -0.035 0.16
C -1.820 0.886 -1.551 0.017 -0.007 -0.015 -0.83
C -0.997 -0.024 -0.911 -0.008 -0.020 -0.022 0.03
H 1.933 1.336 -1.234 0.000 0.013 0.005 0.36
H 0.610 3.066 -2.403 0.008 -0.006 0.002 0.37
H -1.872 2.758 -2.611 -0.005 0.000 0.002 0.45
H -2.884 0.705 -1.618 0.002 -0.007 0.002 0.37
H -1.416 -0.925 -0.475 -0.009 0.003 -0.015 0.31
N -3.352 4.359 -3.968 0.074 -0.057 0.036 -0.37
C -4.655 4.430 -4.235 -0.001 -0.001 0.008 -0.16
C -5.195 5.273 -5.195 0.000 0.006 -0.001 -0.54
C -4.338 6.089 -5.916 0.004 -0.006 0.006 -0.14
C -2.980 6.026 -5.647 -0.004 0.003 -0.003 -0.64
C -2.541 5.148 -4.669 -0.018 0.005 -0.009 0.01
H -5.299 3.782 -3.652 -0.005 0.000 -0.006 0.36
H -6.262 5.287 -5.368 0.000 -0.002 0.005 0.35
H -4.721 6.761 -6.672 0.000 0.000 0.000 0.38
H -2.272 6.644 -6.183 0.003 -0.003 0.002 0.35
H -1.483 5.074 -4.438 0.001 0.008 -0.003 0.34


107
Properties=species:S:1:pos:R:3:forces:R:3:mulliken_charge:R:1 method="wB97M-V/def2-TZVPD" e_above_lowest_kcal_mol=135.8 total_charge=+1 e_tot_ev=-119827.887 max_force_ha_per_bohr=0.019 homo_lumo_gap_ev=5.148
Sc 0.458 0.315 0.234 0.333 0.615 0.115 -0.46
C -1.285 1.812 -2.736 0.445 -0.360 -0.459 -1.63
C -1.281 0.349 -3.150 -0.330 0.326 0.119 1.64
C -0.827 0.276 -4.601 0.101 0.022 0.118 -1.58
C -2.696 -0.228 -2.996 0.239 -0.105 0.027 -1.65
O -0.350 -0.272 -2.244 -0.134 0.209 -0.086 1.41
Si 0.255 -1.853 -2.359 0.322 0.280 0.297 -0.94
S 1.511 -1.787 -0.702 -0.061 -0.022 0.008 -0.55
O 0.945 -2.185 -3.788 0.067 0.098 0.097 0.17
C 2.287 -2.037 -4.313 0.258 -0.025 -0.257 1.65
C 3.184 -3.126 -3.730 -0.210 0.110 0.040 -1.56
C 2.858 -0.653 -4.008 -0.210 -0.164 0.081 -1.27
C 2.158 -2.224 -5.820 -0.071 0.002 0.100 -1.73
O -1.091 -2.740 -2.237 -0.191 0.066 0.027 0.54
C -1.361 -4.135 -2.467 -0.104 -0.318 -0.055 1.47
C -1.659 -4.329 -3.952 0.063 0.102 0.115 -1.46
C -2.582 -4.470 -1.620 0.102 0.078 -0.034 -1.62
C -0.168 -4.983 -2.039 -0.004 0.199 0.006 -1.43
H -1.923 2.436 -3.360 -0.105 0.023 0.117 0.42
H -0.277 2.216 -2.688 -0.034 0.027 0.190 0.46
H -2.779 1.715 -1.399 0.151 -0.184 0.076 0.30
H -1.544 0.787 -5.244 -0.021 -0.004 0.009 0.56
H -0.756 -0.764 -4.911 -0.003 -0.001 -0.051 0.17
H 0.152 0.741 -4.723 -0.016 -0.011 -0.035 0.29
H -3.437 0.453 -3.423 0.012 -0.001 -0.014 0.44
H -2.924 -0.422 -1.947 -0.064 0.011 0.012 0.32
H -2.766 -1.181 -3.516 -0.027 -0.032 0.024 0.25
H 3.266 -3.014 -2.649 0.038 -0.021 0.023 0.18
H 4.179 -3.050 -4.169 0.014 -0.036 0.019 0.52
H 2.778 -4.114 -3.952 0.012 0.006 -0.019 0.33
H 2.921 -0.496 -2.932 0.036 0.042 0.046 0.08
H 2.235 0.127 -4.448 0.039 0.002 -0.006 0.21
H 3.860 -0.574 -4.430 -0.004 0.027 -0.004 0.58
H 1.708 -3.191 -6.045 0.014 -0.002 -0.005 0.36
H 3.145 -2.182 -6.280 -0.014 0.005 -0.047 0.42
H 1.536 -1.440 -6.254 0.006 -0.005 -0.005 0.38
H -2.564 -3.786 -4.233 0.005 0.000 -0.011 0.33
H -1.807 -5.386 -4.174 -0.017 0.000 -0.010 0.52
H -0.824 -3.954 -4.544 -0.012 -0.051 -0.033 0.09
H -3.433 -3.854 -1.920 0.007 0.005 0.008 0.31
H -2.367 -4.285 -0.566 -0.006 -0.026 0.002 0.30
H -2.852 -5.519 -1.744 -0.020 0.003 0.008 0.48
H 0.690 -4.788 -2.686 0.008 -0.045 0.012 0.12
H -0.422 -6.040 -2.103 0.043 -0.023 -0.018 0.55
H 0.112 -4.748 -1.010 -0.014 -0.040 0.002 0.29
Cl -4.180 3.454 -1.641 0.024 0.031 0.024 -0.24
C -2.744 4.046 -0.830 -0.208 -0.236 -0.206 0.37
C -2.652 5.262 -0.228 0.088 0.015 0.130 -0.36
C -1.502 5.542 0.526 -0.076 -0.248 -0.071 0.69
Cl -1.449 7.063 1.365 0.026 0.005 0.028 -0.26
C -0.441 4.625 0.728 0.064 0.255 0.354 0.01
C 0.631 4.817 1.613 -0.163 -0.003 0.150 -1.43
C 1.691 3.872 1.607 0.003 -0.143 -0.193 -0.88
C 1.643 2.781 0.813 0.480 -0.342 0.254 -1.36
N 0.505 2.436 0.040 -0.498 -0.831 0.003 0.09
C -0.510 3.375 0.009 -0.400 -0.215 -0.477 -0.24
C -1.666 3.137 -0.698 0.355 0.541 0.442 -0.64
O -1.799 1.855 -1.343 -0.370 0.276 -0.072 0.48
H -3.450 5.988 -0.285 -0.028 -0.035 -0.021 0.49
H 0.715 5.732 2.177 0.016 0.030 -0.076 0.53
H 2.585 4.071 2.187 0.053 -0.030 -0.050 0.49
H 2.506 2.140 0.665 0.001 0.159 -0.116 1.31
C -3.234 3.148 2.684 -0.166 0.105 -0.297 -0.58
N -2.324 2.697 3.768 0.069 -0.122 -0.091 0.17
C -1.691 3.853 4.448 0.182 0.370 0.165 -0.66
C -1.276 1.721 3.290 0.095 -0.341 -0.206 0.25
C -1.901 0.491 2.658 0.177 0.328 0.090 0.33
C -2.934 -0.133 3.356 -0.020 -0.012 -0.105 -0.87
C -3.632 -1.187 2.792 0.030 -0.008 0.003 -1.15
C -3.269 -1.628 1.528 -0.082 -0.131 0.036 -1.14
C -2.185 -1.053 0.882 0.342 0.158 -0.131 -0.61
C -1.447 0.032 1.409 -0.085 -0.355 0.068 1.76
H -4.103 3.641 3.115 0.065 -0.016 0.112 0.50
H -3.547 2.291 2.095 -0.017 -0.047 0.050 0.28
H -2.699 3.851 2.055 0.164 0.087 -0.113 0.15
H -2.893 2.186 4.441 -0.011 0.038 0.076 0.44
H -1.088 4.392 3.714 0.014 -0.074 -0.043 0.22
H -1.052 3.502 5.256 -0.035 -0.085 -0.037 0.34
H -2.455 4.515 4.849 -0.078 -0.071 -0.058 0.37
H -0.687 1.465 4.173 -0.034 0.126 0.033 0.66
H -0.631 2.240 2.577 -0.063 0.154 0.068 -0.93
H -3.212 0.196 4.355 -0.002 -0.030 0.007 0.32
H -4.438 -1.665 3.334 -0.009 0.011 -0.014 0.42
H -3.808 -2.445 1.066 0.017 0.009 -0.015 0.49
H -1.893 -1.479 -0.077 -0.018 -0.058 0.015 0.73
C 2.308 -1.732 2.399 -0.030 -0.008 0.127 -1.15
N 3.161 -2.111 3.508 0.006 -0.117 0.029 0.11
C 2.692 -1.450 4.722 -0.023 0.073 -0.003 -0.63
N 2.705 0.011 4.576 0.006 -0.053 0.015 0.12
C 1.857 0.371 3.453 -0.040 0.109 0.124 -0.59
N 2.290 -0.250 2.174 -0.468 -0.076 -0.264 1.61
C 3.705 0.166 1.948 0.080 0.052 -0.029 -0.98
N 4.574 -0.211 3.048 0.067 -0.026 0.003 0.07
C 4.524 -1.664 3.223 -0.045 0.039 0.003 -0.67
C 4.082 0.422 4.272 -0.071 0.006 -0.008 -0.77
H 1.286 -2.063 2.601 -0.012 0.023 -0.062 0.13
H 2.663 -2.217 1.495 0.007 0.004 -0.001 0.42
H 3.333 -1.728 5.559 0.000 -0.013 -0.012 0.36
H 1.672 -1.779 4.936 0.008 0.002 0.005 0.32
H 1.874 1.458 3.335 -0.059 -0.018 -0.099 -0.09
H 0.836 0.037 3.661 0.059 -0.038 -0.045 0.02
H 3.740 1.252 1.848 -0.012 -0.061 -0.033 0.52
H 4.058 -0.301 1.026 -0.034 0.016 -0.017 0.03
H 5.176 -1.952 4.048 0.003 0.026 -0.003 0.34
H 4.880 -2.147 2.311 -0.015 -0.005 0.006 0.32
H 4.113 1.507 4.152 0.006 -0.010 0.015 0.36
H 4.723 0.137 5.107 0.024 0.030 -0.016 0.35


18
Properties=species:S:1:pos:R:3:forces:R:3:mulliken_charge:R:1 method="wB97M-V/def2-TZVPD" e_above_lowest_kcal_mol=104.0 e_tot_ev=-9359.929 max_force_ha_per_bohr=0.097 homo_lumo_gap_ev=7.548
C -0.691 0.521 -2.128 0.333 0.461 0.032 -1.32
C -0.733 0.144 -0.672 -0.010 -3.653 -0.587 0.93
C 0.605 -0.946 -0.149 -3.937 2.988 -0.752 -0.16
N 0.288 0.693 2.307 -0.122 -0.062 0.197 -0.44
C 1.025 0.419 0.033 3.218 0.641 1.809 -0.39
C 0.998 1.132 1.210 -0.079 -0.591 -1.143 -0.35
C 0.249 -2.197 -0.028 0.813 -0.581 -0.150 -0.65
N -1.826 0.134 -0.036 -0.079 1.128 0.588 -0.75
H -1.746 -0.121 0.947 0.049 -0.401 -0.228 0.30
H 0.211 -0.309 2.408 0.083 0.040 0.100 0.21
H 0.431 1.187 3.172 0.003 -0.077 -0.022 0.22
H 1.636 0.828 -0.763 -0.147 0.105 -0.030 0.45
H 1.369 2.145 1.238 -0.112 0.028 -0.073 0.39
H -0.339 1.550 -2.236 -0.061 -0.049 -0.111 0.29
H -0.019 -0.126 -2.691 0.025 -0.018 0.045 0.31
H -1.693 0.452 -2.546 -0.022 0.012 0.093 0.39
H 0.962 -2.950 0.300 -0.087 -0.107 0.172 0.28
H -0.725 -2.554 -0.366 0.135 0.138 0.062 0.30